# 1
A single C5H8N2 molecule, computed with wB97M-V/def2-TZVPD.

Energy relative to the best compared isomer or geometry (same formula, charge and spin), kcal per mole: 45.5
SMILES: C=C[C@](C)(N)C#N
Energy, eV: -8293.02348
Maximum force, eV/A: 2.6
M, g mol⁻¹: 96.1

Structure (ORCA input):
```
! wB97M-V def2-TZVPD RIJCOSX def2/J DEFGRID3
* xyz 0 1
C -0.13816 -0.51392 1.62001
C -1.49234 -0.08204 -1.33663
C -0.69721 -0.76723 -0.51776
C 0.48540 1.36492 0.50027
C 0.33035 -0.12076 0.34780
N -0.70522 -0.77052 2.56249
N 1.65708 -0.74868 0.00475
H -2.20494 -0.68296 -1.83907
H -1.56735 0.97876 -1.42307
H -0.73261 -1.92338 -0.48934
H 0.98675 1.89596 -0.35217
H -0.49765 1.87569 0.53358
H 1.18165 1.56265 1.39112
H 1.39402 -1.69735 -0.11626
H 2.00021 -0.37114 -0.88573
*
```

Löwdin population analysis, charges in e, atoms 1 to 5: -0.2450, 0.0409, -0.1385, -0.0486, -0.6101

---

# 2
A single C5H8N2 molecule, computed with wB97M-V/def2-TZVPD.

Energy relative to the best compared isomer or geometry (same formula, charge and spin), kcal per mole: 10.3
SMILES: CCn1ccnc1
Energy, eV: -8294.55172
Maximum force, eV/A: 0.4
M, g mol⁻¹: 96.1

Structure (ORCA input):
```
! wB97M-V def2-TZVPD RIJCOSX def2/J DEFGRID3
* xyz 0 1
C 0.93896 -0.90633 -1.67553
C 0.38511 0.34901 -1.01560
N 0.14170 0.27689 0.42663
C -0.62157 1.26713 1.00846
C -1.29060 0.68990 2.04152
N -0.91239 -0.63298 2.16508
C -0.07059 -0.84439 1.18376
H 1.06697 -0.66996 -2.73575
H 1.90528 -1.23276 -1.27921
H 0.24105 -1.75003 -1.62996
H -0.55885 0.60258 -1.50712
H 1.02092 1.22094 -1.18792
H -0.67156 2.24301 0.54585
H -2.06299 1.14679 2.65079
H 0.48855 -1.75980 1.00899
*
```

Löwdin population analysis, charges in e, atoms 1 to 5: -0.0917, -0.2087, -0.1008, -0.1033, -0.1555

---

# 3
A single C5H8N2 molecule, computed with wB97M-V/def2-TZVPD.

Energy relative to the best compared isomer or geometry (same formula, charge and spin), kcal per mole: 100.2
Energy, eV: -8290.65259
Maximum force, eV/A: 0.3
M, g mol⁻¹: 96.1

Structure (ORCA input):
```
! wB97M-V def2-TZVPD RIJCOSX def2/J DEFGRID3
* xyz 0 1
C 0.90507 0.59097 1.01728
C 0.07556 1.42561 0.02439
N -0.68321 0.37325 -0.66101
C -1.02762 -0.48388 0.38659
C -0.87661 -1.81168 -0.09137
N -0.14565 -1.82427 -1.17481
C 0.26968 -0.49620 -1.32212
H 0.55427 0.62823 2.04928
H 1.11292 -0.41601 -0.45402
H 1.99416 0.72318 1.00424
H 0.65928 2.00285 -0.70088
H -0.61698 2.10951 0.52651
H -1.65399 -0.13996 1.20180
H -1.24348 -2.72117 0.37410
H 0.61396 -0.18646 -2.30843
*
```

Löwdin population analysis, charges in e, atoms 1 to 5: -0.0471, -0.2288, -0.1260, -0.0939, -0.1318

---

# 4
A single C5H8N2 molecule, computed with wB97M-V/def2-TZVPD.

Energy relative to the best compared isomer or geometry (same formula, charge and spin), kcal per mole: 75.9
SMILES: C[C@H]1CN2CC2=N1
Energy, eV: -8291.70590
Maximum force, eV/A: 0.7
M, g mol⁻¹: 96.1

Structure (ORCA input):
```
! wB97M-V def2-TZVPD RIJCOSX def2/J DEFGRID3
* xyz 0 1
C -0.12423 1.76598 0.96899
C 0.43046 0.97334 -0.24862
C 0.87233 -0.43092 0.24008
N -0.44422 -1.09449 0.21944
C -0.86387 -2.04602 -0.83545
C -0.89039 -0.58717 -0.98662
N -0.48504 0.54184 -1.41867
H -0.36936 1.09293 1.80096
H -1.01119 2.36481 0.75367
H 0.64812 2.45047 1.35027
H 1.23902 1.55517 -0.70377
H 1.55720 -0.88215 -0.49413
H 1.29509 -0.46563 1.24398
H -0.09242 -2.64107 -1.33172
H -1.76151 -2.59710 -0.55839
*
```

Löwdin population analysis, charges in e, atoms 1 to 5: -0.0653, -0.3195, -0.1486, -0.0223, -0.0015

---

# 5
A single C5H8N2 molecule, computed with wB97M-V/def2-TZVPD.

Energy relative to the best compared isomer or geometry (same formula, charge and spin), kcal per mole: 47.3
SMILES: C=C=N/C=N/CC
Energy, eV: -8292.94432
Maximum force, eV/A: 0.7
M, g mol⁻¹: 96.1

Structure (ORCA input):
```
! wB97M-V def2-TZVPD RIJCOSX def2/J DEFGRID3
* xyz 0 1
C -2.50377 0.26343 0.25375
C -1.46885 0.11016 -0.85709
N -0.16634 -0.03241 -0.24169
C 3.13678 -1.25824 0.89627
C 2.49264 -0.16698 0.56934
N 1.91101 0.87658 0.28147
C 0.70037 0.85962 -0.45192
H -3.51326 0.32340 -0.16243
H -2.44966 -0.58666 0.94146
H -2.30554 1.17150 0.83406
H -1.52135 0.96753 -1.55125
H -1.66920 -0.80359 -1.43044
H 2.76951 -1.90388 1.68954
H 4.02383 -1.53798 0.35128
H 0.56382 1.71751 -1.12235
*
```

Löwdin population analysis, charges in e, atoms 1 to 5: -0.1062, -0.3062, 0.0392, 0.0162, -0.1783

---

# 6
C5H8N2 as an isolated structure, computed with wB97M-V/def2-TZVPD.

Energy relative to the best compared isomer or geometry (same formula, charge and spin), kcal per mole: 122.9
Energy, eV: -8289.66618
Maximum force, eV/A: 5.9
M, g mol⁻¹: 96.1

Structure (ORCA input):
```
! wB97M-V def2-TZVPD RIJCOSX def2/J DEFGRID3
* xyz 0 1
C 0.20052 -2.14517 -1.23559
C -0.05786 -0.78843 -0.85524
C 0.79788 1.63969 -0.03955
C -0.81152 0.26290 1.42006
C 0.48972 0.22450 0.43312
N -0.69404 -2.10814 -2.16024
N -0.99969 -0.61758 -1.69639
H 0.84439 -3.05118 -1.15253
H 0.58876 1.64863 -1.11300
H 1.76569 2.17426 0.23243
H -0.02999 2.27608 0.38943
H -0.52346 0.16974 2.52725
H -1.46146 -0.55588 1.13238
H -1.42380 1.15252 1.25744
H 1.31486 -0.28195 0.86043
*
```

Löwdin population analysis, charges in e, atoms 1 to 5: -0.1376, -0.2762, -0.1050, -0.0699, -0.2629

---

# 7
A single C5H8N2 molecule, computed with wB97M-V/def2-TZVPD.

Energy relative to the best compared isomer or geometry (same formula, charge and spin), kcal per mole: 41.5
SMILES: C[C@H]1CN[C@H]1C#N
Energy, eV: -8293.19508
Maximum force, eV/A: 1.5
M, g mol⁻¹: 96.1

Structure (ORCA input):
```
! wB97M-V def2-TZVPD RIJCOSX def2/J DEFGRID3
* xyz 0 1
C 1.60085 -0.42056 -0.60297
C 0.60996 0.19682 0.39442
C -0.28076 1.26391 -0.24925
N -1.33815 0.95403 0.70805
C -0.81007 -0.39377 0.92742
C -1.21549 -1.48719 0.05031
N -1.35380 -2.36482 -0.69094
H 1.06837 -1.09349 -1.28097
H 2.03472 0.36389 -1.24984
H 2.44860 -0.95270 -0.16130
H 0.97856 0.38959 1.38825
H -0.51529 0.90285 -1.26725
H 0.01541 2.31562 -0.32081
H -2.28941 1.02449 0.37333
H -0.95351 -0.69867 1.98157
*
```

Löwdin population analysis, charges in e, atoms 1 to 5: -0.0593, -0.2552, -0.1896, -0.0159, -0.2758

---

# 8
C5H8N2 as an isolated structure, computed with wB97M-V/def2-TZVPD.

Energy relative to the best compared isomer or geometry (same formula, charge and spin), kcal per mole: 80.8
Energy, eV: -8291.49249
Maximum force, eV/A: 1.0
M, g mol⁻¹: 96.1

Structure (ORCA input):
```
! wB97M-V def2-TZVPD RIJCOSX def2/J DEFGRID3
* xyz 0 1
C 1.65584 -0.42558 -0.52414
C 0.60011 0.28009 0.29781
C -0.39713 1.27129 -0.35291
N -1.39122 0.76027 0.59744
C -0.67584 -0.39285 0.84840
C -1.01744 -1.64621 -0.67337
N -1.70520 -1.99579 0.22848
H 1.21636 -0.88881 -1.40874
H 2.42261 0.29459 -0.83046
H 2.14631 -1.20808 0.06517
H 1.06297 0.76156 1.16906
H -0.61812 1.00234 -1.39379
H -0.18496 2.34055 -0.26048
H -2.38940 0.75437 0.43689
H -0.72489 -0.90773 1.80065
*
```

Löwdin population analysis, charges in e, atoms 1 to 5: -0.0847, -0.3213, -0.1399, 0.0082, -0.2100

---

# 9
A 2-piece molecular cluster, C5H8N2 overall, computed with wB97M-V/def2-TZVPD.

Energy relative to the best compared isomer or geometry (same formula, charge and spin), kcal per mole: 125.6
Energy, eV: -8289.55049
Maximum force, eV/A: 1.1
M, g mol⁻¹: 96.1

Structure (ORCA input):
```
! wB97M-V def2-TZVPD RIJCOSX def2/J DEFGRID3
* xyz 0 1
C -2.34174 0.43735 0.11018
C -1.54615 -0.24933 -0.91368
C 1.32054 0.56116 -0.44389
C 0.62440 1.81950 -0.63227
N 0.12441 2.85113 -0.78755
N 1.18821 -0.08402 0.63733
C 1.96185 -1.29991 0.77492
H -1.99284 1.44363 0.36134
H -3.25387 0.57746 -0.51704
H -2.66801 -0.11865 0.99970
H -1.83688 -1.32158 -0.86094
H 1.97084 0.25215 -1.27152
H 2.62977 -1.50203 -0.07596
H 1.27730 -2.14456 0.90259
H 2.55789 -1.22712 1.69015
*
```

Löwdin population analysis, charges in e, atoms 1 to 5: -0.2384, 0.0549, -0.2136, -0.2190, 0.1611

---

# 10
A single C5H8N2 molecule, computed with wB97M-V/def2-TZVPD.

Energy relative to the best compared isomer or geometry (same formula, charge and spin), kcal per mole: 119.9
Energy, eV: -8289.79501
Maximum force, eV/A: 1.6
M, g mol⁻¹: 96.1

Structure (ORCA input):
```
! wB97M-V def2-TZVPD RIJCOSX def2/J DEFGRID3
* xyz 0 1
C -0.17219 -0.55225 -1.35695
C 0.47307 0.02711 -0.24735
C 1.74749 -0.56101 0.33100
N 0.18302 1.41680 0.11167
C -0.58412 0.52856 0.93461
C -1.93648 0.13301 0.50665
N -2.76550 0.72914 1.15320
H -1.88823 -0.46004 -0.46993
H 0.10657 -1.56197 -1.66105
H -0.64656 0.05633 -2.12685
H 2.62550 -0.26140 -0.25327
H 1.89702 -0.21091 1.35503
H 1.69574 -1.65448 0.34082
H -0.38322 1.84665 -0.61546
H -0.35210 0.52447 1.99789
*
```

Löwdin population analysis, charges in e, atoms 1 to 5: 0.0430, -0.4941, -0.0349, 0.0812, -0.2145